--- 1 ---
9
Properties=species:S:1:pos:R:3 method="wB97M-V/def2-TZVPD" homo_ev=-10.548 charge=0 smiles="C[P@](=O)(Cl)C#N" orbital_gap_ev=10.829
Cl 2.799 -1.390 0.497
P 1.801 0.043 -0.454
O 2.301 0.014 -2.118
N 2.974 2.399 0.988
C 2.461 1.532 0.459
C 0.115 -0.175 -0.040
H 0.050 -0.249 0.962
H -0.158 -0.968 -0.775
H -0.357 0.718 -0.360


--- 2 ---
9
Properties=species:S:1:pos:R:3 method="wB97M-V/def2-TZVPD" homo_ev="-9.897 / -9.794" charge=0 orbital_gap_ev="7.652 / 8.777"
Cl 1.928 3.395 -1.223
P 2.370 1.568 -0.565
O 3.490 1.395 0.311
N 3.064 0.331 -3.127
C -0.017 -0.141 0.078
C 2.666 0.827 -2.181
H -0.355 0.129 1.095
H -0.371 0.608 -0.689
H 0.264 -1.017 -0.403


Which of them is most stable? Easy: 1.


--- 1 ---
27
Properties=species:S:1:pos:R:3 method="wB97M-V/def2-TZVPD" homo_ev=-9.371 charge=0 smiles="CCCC(=O)[C@@]1([N+](=O)[O-])CCNC1" orbital_gap_ev=9.091
O -0.383 0.514 -2.073
O 0.731 -2.448 -0.025
O 2.768 -1.648 0.211
N 1.551 -1.515 -0.047
N 2.439 1.075 1.173
C -0.256 -0.165 -1.073
C -3.715 -0.759 0.666
C 1.069 -0.239 -0.395
C -2.723 0.030 -0.233
C 2.122 0.567 -1.148
C 2.669 1.655 -0.146
C 1.048 0.621 1.219
C -1.418 -0.766 -0.297
H 3.065 0.124 -1.367
H 2.045 2.504 -0.336
H -4.081 -1.580 0.175
H 0.678 -0.124 1.927
H -1.223 -1.088 0.764
H -1.531 -1.683 -0.723
H -3.319 -0.902 1.608
H 1.576 1.108 -1.897
H -2.415 0.935 0.164
H -3.286 0.178 -1.235
H -4.696 -0.238 0.819
H 3.163 0.418 1.441
H 3.785 1.869 -0.409
H 0.336 1.554 1.239


--- 2 ---
27
Properties=species:S:1:pos:R:3 method="wB97M-V/def2-TZVPD" homo_ev=-9.274 charge=0 orbital_gap_ev=9.752
O 2.528 -0.487 1.636
O -0.104 -2.112 -0.629
O 3.023 -2.179 -0.168
N 0.202 -0.031 -0.126
N -2.336 0.192 1.370
C -0.597 -1.047 -0.077
C -0.076 1.440 0.212
C 1.131 2.105 -0.644
C -2.786 -0.760 -0.865
C 2.409 -0.971 0.349
C 2.237 1.068 -0.321
C -2.058 -1.106 0.457
C 1.528 -0.235 -0.585
H 0.087 1.682 1.428
H 0.800 2.356 -1.729
H -1.190 1.673 0.137
H 1.586 2.984 0.072
H 3.344 -2.692 0.685
H 2.666 1.157 0.652
H -3.847 -1.161 -0.612
H -2.359 -2.085 0.819
H -3.479 0.712 1.070
H -2.777 0.393 -1.049
H 1.604 -0.480 -1.559
H 3.132 1.277 -1.001
H -2.447 -0.574 2.478
H -2.222 -1.121 -1.999


--- 3 ---
27
Properties=species:S:1:pos:R:3 method="wB97M-V/def2-TZVPD" homo_ev=-7.558 charge=0 smiles="C=NC1=C(OCN)[C@H](CO)O[C@@H]1C" orbital_gap_ev=8.168
O -1.721 0.732 -2.209
O -0.041 2.171 0.682
O -0.974 -1.352 0.617
N -1.828 -2.315 -1.538
N 1.929 -0.679 1.619
C -0.781 1.151 0.088
C 1.218 1.633 1.121
C 1.653 -1.859 1.993
C 0.977 0.116 1.218
C -2.126 -2.126 -0.224
C -0.614 1.085 -1.469
C -0.256 -0.162 0.735
C 2.455 1.950 0.081
H -2.106 -1.671 -2.226
H -3.008 -1.525 -0.265
H -0.204 2.088 -1.629
H 2.612 -2.451 2.260
H 0.217 0.227 -1.787
H -1.226 -3.073 -1.700
H 2.460 2.934 -0.199
H 1.524 2.244 2.003
H 2.265 1.432 -0.877
H -2.405 1.469 -2.083
H -2.041 -2.989 0.419
H 0.592 -2.110 2.267
H -1.864 1.312 0.363
H 3.293 1.765 0.741


Which of them is most stable? Easy: 3.


--- 1 ---
36
Properties=species:S:1:pos:R:3 method="wB97M-V/def2-TZVPD" homo_ev=-8.778 charge=0 orbital_gap_ev=8.829
O 0.300 3.302 -2.188
O -0.174 -2.402 -0.291
O -0.754 2.086 1.024
O -1.358 1.857 -1.533
N -2.075 0.308 2.799
N -1.049 -4.175 1.196
N 0.567 0.524 0.322
C 0.927 1.463 -0.689
C -2.216 -0.765 0.655
C -1.069 -2.911 0.570
C -0.448 0.936 1.064
C -2.345 -2.258 0.829
C -0.070 2.313 -1.540
C 2.158 0.852 -1.467
C -1.349 -0.221 1.755
C 2.875 1.776 -2.387
C 3.220 0.420 -0.354
H -3.209 -2.747 0.218
H 3.597 1.375 -3.067
H -2.061 -0.347 -0.417
H -0.438 -0.858 2.201
H 2.935 -0.733 0.045
H 3.413 2.277 -1.545
H -0.597 -5.018 0.380
H -2.616 -2.547 1.839
H 3.453 1.207 0.352
H 0.544 -0.502 0.120
H 1.733 0.010 -2.037
H -1.465 1.227 3.458
H 4.088 0.145 -1.203
H -1.973 2.545 -1.971
H -3.164 -0.224 0.955
H -2.988 0.887 2.353
H 2.208 2.488 -2.902
H -1.969 -4.566 1.684
H 1.367 2.275 -0.230


--- 2 ---
36
Properties=species:S:1:pos:R:3 method="wB97M-V/def2-TZVPD" homo_ev=-9.601 charge=0 smiles="CC(C)C[C@H](NC(=O)[C@@H](N)CC(N)=O)C(=O)O" orbital_gap_ev=9.712
O -3.921 -1.436 -0.592
O 1.694 1.596 -0.924
O -2.603 -3.056 -0.145
O 1.860 -2.084 -1.364
N 3.828 0.767 -0.662
N -0.007 -1.196 -0.624
N 3.424 -1.842 0.601
C 2.089 -1.301 0.828
C -2.780 2.453 0.589
C -1.445 0.310 0.826
C -2.752 -1.891 -0.025
C 2.514 0.999 -0.259
C -1.195 -1.137 0.230
C -1.118 1.741 -1.122
C 2.180 0.311 1.026
C -2.150 1.282 -0.055
C 1.301 -1.586 -0.392
H -2.930 3.091 -0.384
H 1.269 0.706 1.326
H 3.080 0.406 1.631
H 4.041 1.272 -1.588
H -2.182 3.187 1.235
H -2.742 0.856 -0.783
H 3.323 -2.684 -0.150
H 1.544 -1.798 1.633
H -4.044 -2.221 -1.153
H -0.382 2.430 -0.718
H -1.805 2.241 -1.798
H -0.736 0.830 -1.570
H -3.713 2.167 1.094
H -0.535 0.898 1.154
H -0.959 -1.870 0.973
H 4.201 -0.104 -0.378
H 3.802 -2.288 1.342
H -0.174 -1.378 -1.566
H -1.974 0.328 1.765


Which of them is most stable? Easy: 2.